Molecular formula: C42H37F4N2O7
Method: DFT, ωB97M-V/def2-TZVPD

Each line ends with the Mulliken charge.
Element x y z (Å)
C 3.95066 -3.73399 4.01827  -1.89
C 4.89591 -2.57048 4.35451  1.66
C 5.80289 -2.98011 5.52868  -1.51
C 4.12813 -1.29671 4.76942  -3.35
C 3.65225 -0.36172 3.63506  4.22
C 2.34182 -0.83524 2.94271  -2.18
C 1.26573 -1.49342 3.80321  -0.88
C -0.01298 -1.76380 3.02952  0.78
F -1.10346 -1.51519 3.77734  -0.29
F -0.09183 -3.05296 2.63641  -0.32
F -0.12805 -1.01792 1.91311  -0.25
C 3.41347 0.98658 4.30701  -0.34
O 4.05550 1.97090 4.13907  -0.51
N 2.32748 1.01021 5.31397  -0.07
C 1.29702 1.91464 5.02927  0.28
O 1.09514 2.98101 5.48060  -0.50
F 0.47817 1.38456 4.09068  0.06
C 4.73366 -0.18243 2.54242  -3.00
C 6.05422 -0.93625 2.73127  1.90
C 6.75168 -0.99829 1.36106  -1.62
C 6.99675 -0.27114 3.74310  -1.79
N 5.72418 -2.32889 3.13813  0.56
O 6.65958 -3.18040 2.99243  -0.68
H 4.47316 -4.68124 4.13151  0.52
H 3.08656 -3.74306 4.68102  0.36
H 3.61877 -3.68036 2.98052  0.33
H 6.77635 -2.49938 5.46875  0.37
H 5.33588 -2.67320 6.46787  0.36
H 5.94239 -4.05671 5.56904  0.33
H 3.28862 -1.59284 5.39830  0.84
H 4.79306 -0.71988 5.41674  0.69
H 1.91427 0.02445 2.42242  0.71
H 2.62064 -1.53771 2.15608  0.91
H 1.00090 -0.90089 4.67214  0.36
H 1.60901 -2.46792 4.14148  0.12
H 2.73164 1.33382 6.19021  0.35
H 4.30852 -0.52499 1.59877  0.62
H 4.97750 0.87007 2.41118  0.52
H 6.29703 -0.28620 0.67161  0.40
H 6.64272 -1.98924 0.92941  0.39
H 7.81066 -0.76108 1.43135  0.35
H 8.00359 -0.67136 3.63618  0.46
H 6.67955 -0.37144 4.77810  0.37
H 7.03484 0.79715 3.52140  0.38
C -8.80179 0.33963 -0.68578  -0.53
C -8.93155 -0.01225 0.65329  -0.50
C -7.85502 0.11626 1.51435  -0.56
C -6.63954 0.59201 1.03862  0.22
C -6.50593 0.93469 -0.30795  0.27
C -7.59240 0.81188 -1.16593  -0.55
C -5.20695 1.42107 -0.85090  0.55
O -5.09161 1.73166 -2.01950  -0.59
C -4.05166 1.50850 0.08269  0.32
C -2.81671 1.91260 -0.41151  -0.64
C -1.73014 2.00552 0.44080  -0.75
C -1.87096 1.70335 1.79058  -0.29
C -3.09864 1.29942 2.28696  -0.72
C -4.19188 1.19464 1.43621  0.19
C -5.49718 0.73367 1.98939  0.45
O -5.62853 0.47875 3.16677  -0.67
H -9.64629 0.24230 -1.35532  0.41
H -9.87620 -0.38744 1.02467  0.39
H -7.93964 -0.14841 2.55940  0.48
H -7.47352 1.08625 -2.20516  0.48
H -2.72301 2.14505 -1.46374  0.53
H -0.76716 2.31166 0.05277  0.43
H -1.02263 1.77302 2.45683  0.56
H -3.22366 1.05426 3.33286  0.52
C 0.45801 -0.57884 -9.85727  -0.46
C 0.15858 -1.67400 -9.05379  -0.48
C -0.71806 -1.53765 -7.99125  -0.55
C -1.29566 -0.30251 -7.72241  0.23
C -0.98602 0.79886 -8.52116  0.17
C -0.11201 0.65434 -9.59212  -0.59
C -1.56833 2.14448 -8.24074  0.68
O -1.30451 3.09759 -8.94257  -0.66
C -2.47748 2.27235 -7.06758  0.21
C -3.00103 3.52124 -6.75527  -0.56
C -3.85656 3.66185 -5.67555  -0.73
C -4.20030 2.55788 -4.90249  -0.39
C -3.67742 1.31221 -5.20883  -0.76
C -2.81266 1.16370 -6.28629  0.27
C -2.24913 -0.18460 -6.57963  0.54
O -2.54953 -1.15336 -5.91557  -0.66
H 1.13937 -0.68944 -10.69077  0.40
H 0.61043 -2.63563 -9.25945  0.39
H -0.96678 -2.37916 -7.35921  0.47
H 0.11116 1.51745 -10.20424  0.47
H -2.72804 4.36986 -7.36751  0.47
H -4.25950 4.63685 -5.43296  0.41
H -4.86267 2.64963 -4.05374  0.57
H -3.92997 0.44643 -4.61168  0.55

Calculated values
DFT total energy   -2658.35232 Eh
Multiplicity   2
HOMO-LUMO gap (alpha / beta)   7.623 / 8.618 eV
ΔE to the lowest compared entry with this formula, charge and spin   0.0 kcal/mol
E_HOMO (alpha / beta)   -8.591 / -9.586 eV

---

Molecular formula: C42H37IrN5O6S3
Method: DFT, ωB97M-V/def2-TZVPD

Each line ends with the Mulliken charge.
Element x y z (Å)
Ir 0.26682 0.46693 -0.37157  3.23
C -4.69046 11.34483 6.20131  -0.85
O -3.42696 10.72478 6.38590  -0.45
C -3.13676 9.64719 5.62327  0.92
C -1.85719 9.11406 5.79240  -0.69
C -1.47097 8.01396 5.05956  -0.55
C -2.34395 7.42083 4.14455  0.03
C -3.61152 7.96160 3.98046  -0.86
C -4.01621 9.06735 4.71324  -0.37
C -1.95615 6.24300 3.36506  0.35
N -2.50726 5.84871 2.24033  -0.81
C -1.84720 4.69638 1.90762  0.88
C -0.88540 4.38580 2.83876  0.28
N -0.97180 5.38425 3.77875  -0.11
C -0.04914 3.22636 2.77109  0.49
C 0.95552 2.86469 3.67002  -0.75
C 1.65208 1.69981 3.46041  -1.11
C 1.38389 0.92261 2.33989  -0.28
N 0.45801 1.26134 1.44006  0.16
C -0.26928 2.39592 1.66451  0.06
C -1.28345 2.70458 0.67800  -0.68
N -1.38281 1.83373 -0.35580  -0.05
C -2.20918 2.11113 -1.35363  -0.61
C -3.00033 3.25749 -1.35397  -0.93
C -2.93487 4.13587 -0.29563  -0.91
C -2.06007 3.86270 0.75899  0.87
H -4.69432 12.21549 6.84951  0.24
H -5.50355 10.67443 6.48875  0.35
H -4.82507 11.66166 5.16493  0.35
H -1.18544 9.58862 6.49421  0.44
H -0.46292 7.63650 5.18789  0.29
H -4.28858 7.50447 3.27148  0.42
H -5.01297 9.45806 4.57470  0.40
H -0.42643 5.48558 4.61598  0.22
H 1.18018 3.48664 4.52709  0.47
H 2.42857 1.38426 4.14213  0.50
H 1.91276 0.00377 2.16584  0.42
H -2.22341 1.39868 -2.16788  0.31
H -3.65084 3.44760 -2.19614  0.51
H -3.52998 5.03887 -0.27052  0.56
O -0.46172 -0.44069 -2.10317  -0.57
S 0.12657 -1.71379 -2.74262  0.17
C -1.36879 -2.50616 -3.43845  -1.03
C -2.64446 -2.18353 -2.66282  -0.57
C -2.69846 -2.81427 -1.26980  -0.33
C -3.87742 -2.30998 -0.43276  -0.95
S -3.35787 -0.86910 0.61734  0.19
O -1.86203 -0.94716 0.63031  -0.32
C -3.92969 -1.43766 2.20499  0.30
C -5.27242 -1.29493 2.52516  -0.47
C -5.72565 -1.76042 3.74976  -0.56
C -4.83559 -2.34899 4.63935  -0.48
C -3.49289 -2.46821 4.30910  -0.70
C -3.02685 -2.01118 3.08401  -0.26
C 0.91861 -1.17729 -4.23262  0.59
C 1.74194 -2.09205 -4.87700  -0.57
C 2.39175 -1.70338 -6.03752  -0.66
C 2.23356 -0.40956 -6.51696  -0.46
C 1.42665 0.49684 -5.84382  -0.85
C 0.75746 0.12069 -4.68779  0.03
H -1.15794 -3.57709 -3.40036  0.49
H -1.42774 -2.19015 -4.47820  0.53
H -3.48689 -2.53241 -3.26474  0.52
H -2.73565 -1.09886 -2.57764  0.03
H -1.77650 -2.58246 -0.72765  0.02
H -2.75775 -3.90221 -1.34545  0.48
H -4.28020 -3.07460 0.22783  0.50
H -4.68459 -1.92914 -1.06082  0.49
H -5.95871 -0.82570 1.82946  0.41
H -6.76944 -1.65589 4.01400  0.40
H -5.19130 -2.71096 5.59472  0.40
H -2.80477 -2.92130 5.01093  0.41
H -1.98493 -2.08659 2.79944  0.41
H 1.87769 -3.09189 -4.48086  0.43
H 3.03359 -2.40266 -6.55589  0.41
H 2.75621 -0.10248 -7.41301  0.41
H 1.32671 1.50956 -6.21097  0.43
H 0.16038 0.82406 -4.12439  0.23
O 0.69287 -1.49811 0.19861  -0.42
N 1.95291 -1.78829 0.56972  0.31
C 2.13669 -2.94532 1.24517  -0.49
C 3.39380 -3.34424 1.59395  -0.84
C 4.48089 -2.53171 1.23600  -0.26
C 4.26591 -1.36051 0.56123  -0.97
C 2.95983 -0.96642 0.21518  1.00
S 2.53340 0.48683 -0.56189  -0.66
H 1.22531 -3.48598 1.44902  0.51
H 3.52311 -4.26530 2.14119  0.44
H 5.48845 -2.82859 1.49294  0.41
H 5.08049 -0.70755 0.28152  0.48
O 1.20738 3.55398 -0.53694  -0.46
C 1.03349 3.10886 -1.65681  -0.23
O 0.64032 1.91671 -1.96930  -0.38
H 1.21691 3.73658 -2.54811  0.37

Calculated values
DFT total energy   -3646.60007 Eh
Multiplicity   1
HOMO-LUMO gap   7.052 eV
Net charge   +1
ΔE to the lowest compared entry with this formula, charge and spin   64.6 kcal/mol
E_HOMO   -9.513 eV